7
Properties=species:S:1:pos:R:3:forces:R:3 method="wB97M-V/def2-TZVPD" relative_energy_kcal_mol=12.82 multiplicity=1 charge=-1 homo_lumo_gap_ev=7.568 homo_ev=-3.7
C 0.760141 0.122053 0.183717 -2.200 1.219 2.256
O -1.787791 0.628967 0.736751 0.715 -0.389 -1.709
F 1.294312 1.417503 0.409256 -0.659 -0.945 -0.213
F 1.625995 -0.496859 -0.538400 1.515 -1.158 -1.661
S -1.488910 -1.629239 -1.405539 0.651 2.041 1.020
S -1.075409 0.342405 -0.594821 0.251 -1.524 1.625
H 0.671663 -0.384831 1.209036 -0.273 0.757 -1.317

=====

13
Properties=species:S:1:pos:R:3:forces:R:3 method="wB97M-V/def2-TZVPD" relative_energy_kcal_mol=145.04 multiplicity=3 charge=+1 homo_lumo_gap_ev="5.517 / 4.653" homo_ev="-12.6 / -11.7"
Mg -0.637089 3.739458 -0.947063 -0.751 -1.533 0.813
N -2.357640 1.294073 -1.669687 0.695 -0.220 1.668
S -0.809430 0.995034 -2.034852 -0.595 0.262 -0.098
O 0.088848 1.955450 -1.210363 0.029 0.290 -0.596
S -2.787684 2.330133 -0.343752 -0.836 3.508 0.100
O -2.973405 3.198069 1.177068 1.177 -2.544 -2.323
C -0.662019 -0.645747 -1.155363 -0.208 -1.077 1.181
F -1.638184 -1.444141 -1.558093 0.043 0.448 -0.445
F -0.795663 -0.467054 0.149677 0.210 0.322 -0.126
F 0.491177 -1.229797 -1.419179 0.249 0.428 -0.125
Ni 2.871855 2.362439 1.057163 -0.078 -0.780 0.078
O 1.995478 0.822808 1.322072 -0.310 0.821 0.041
H 2.238368 -0.033637 0.967626 0.375 0.075 -0.168

=====

8
Properties=species:S:1:pos:R:3:forces:R:3 method="wB97M-V/def2-TZVPD" relative_energy_kcal_mol=80.06 multiplicity=1 charge=0 homo_lumo_gap_ev="8.258 / 9.549" homo_ev="-9.1 / -9.5"
C 0.800123 -0.925911 0.536618 -1.244 -0.592 0.018
N -1.286908 1.670065 -0.710103 -0.503 2.498 0.487
N -1.296054 0.547810 -1.076912 -0.835 -0.742 -0.990
O -0.677544 -0.487580 -1.097756 0.972 -0.857 0.635
F 1.863814 -0.185125 0.318955 0.122 -0.466 0.491
F 1.035393 -2.254416 0.572992 0.157 1.640 0.110
F 0.113973 -0.537066 1.633198 0.967 -0.340 -0.779
H -0.552797 2.172223 -0.176992 0.364 -1.141 0.028

=====

9
Properties=species:S:1:pos:R:3:forces:R:3 method="wB97M-V/def2-TZVPD" relative_energy_kcal_mol=132.02 multiplicity=1 charge=-1 homo_lumo_gap_ev="8.838 / 4.391" homo_ev="-4.9 / -2.9"
C -1.468524 -0.735014 0.339028 -0.052 -0.372 0.470
N 0.188588 1.605298 -0.783436 0.407 -1.128 -0.348
O 0.609559 0.809313 1.683896 0.038 -1.042 -0.245
O 3.560299 0.274369 -0.933301 -0.336 0.031 -0.445
F -2.470741 -0.662379 1.270926 0.642 0.292 -0.084
F -2.087728 -0.598099 -0.834238 0.011 -0.199 -0.442
F -1.001513 -2.003334 0.434973 0.114 0.051 -0.228
S -0.207465 0.915087 0.454687 -0.986 2.312 0.806
H 2.877521 0.394758 -1.632538 0.161 0.055 0.516

=====

6
Properties=species:S:1:pos:R:3:forces:R:3 method="wB97M-V/def2-TZVPD" relative_energy_kcal_mol=7.64 multiplicity=1 charge=0 homo_lumo_gap_ev=13.518 homo_ev=-13.0
O 2.857595 -1.284093 -0.208299 0.049 1.064 0.410
C 2.593231 -0.137305 -0.080971 -0.854 -0.685 -1.210
F 2.007557 0.577470 -1.058533 0.983 -0.131 0.694
F 2.717696 0.607590 0.972910 0.299 0.051 -0.053
F 0.099644 -0.229390 0.329749 -0.220 -0.220 0.156
H 0.315046 -0.932029 -0.234782 -0.256 -0.079 0.004

=====

8
Properties=species:S:1:pos:R:3:forces:R:3 method="wB97M-V/def2-TZVPD" relative_energy_kcal_mol=53.66 multiplicity=3 charge=-1 homo_lumo_gap_ev="7.895 / 4.781" homo_ev="-3.5 / -5.5"
C -0.125730 -1.425891 1.085048 0.583 1.189 -0.857
O -0.164421 1.118862 1.913196 0.781 0.489 0.195
O -2.119399 0.178655 0.523969 -0.436 0.078 -0.739
F 1.688826 -1.826958 -0.679390 0.049 0.033 -0.069
F -0.887210 -2.422617 0.734188 -1.180 -1.306 -0.569
F 0.481244 -1.734234 2.196684 0.857 -0.299 1.616
P -0.664263 0.328957 0.770266 -0.810 -0.565 0.885
H 0.048393 0.558589 -0.397806 0.156 0.380 -0.462

=====

8
Properties=species:S:1:pos:R:3:forces:R:3 method="wB97M-V/def2-TZVPD" relative_energy_kcal_mol=9.80 multiplicity=1 charge=0 homo_lumo_gap_ev=7.519 homo_ev=-10.6
C 1.126020 0.432256 0.222909 0.268 -3.237 -1.083
O -0.072644 0.195912 -0.244620 -0.833 0.371 -0.097
F 1.327192 1.696177 0.416589 0.436 1.866 -0.169
F 2.101125 -0.098992 -0.612771 -0.124 0.838 -0.199
F 1.428312 -0.180429 1.380126 -0.379 -0.369 1.119
S -2.608995 -0.631612 0.920323 -0.399 -0.058 -0.555
S -1.685236 -1.175801 -0.617894 1.524 -1.638 2.690
H -1.615774 -0.237512 -1.464664 -0.493 2.228 -1.706

=====

14
Properties=species:S:1:pos:R:3:forces:R:3 method="wB97M-V/def2-TZVPD" multiplicity=5 charge=+1 homo_lumo_gap_ev="6.851 / 7.676" homo_ev="-14.1 / -14.1"
Pm 3.015997 -1.083778 -0.790663 0.079 -1.012 1.706
N -0.483216 -0.018509 0.260701 -0.198 0.151 0.748
S 0.025914 -1.659857 -0.526214 -2.294 -2.239 -0.215
O -0.424305 -2.602539 0.516964 1.250 1.778 -1.262
O -0.743145 -1.740589 -1.782462 1.819 0.729 1.629
S 0.343619 1.308582 0.023007 -0.666 1.464 1.924
O 1.697943 0.884786 -0.444692 0.945 -1.020 -0.285
O 0.276084 2.265113 1.106334 0.202 -1.517 -1.453
C -0.310403 2.202580 -1.480227 -0.401 0.177 -0.007
F -0.081600 1.480487 -2.557336 0.110 -0.398 -0.280
F -1.605427 2.389053 -1.323674 0.132 -0.105 0.130
F 0.306050 3.361952 -1.589758 0.144 -0.067 0.203
F 4.282665 -2.346213 0.352460 -1.825 1.915 -1.577
H -1.066517 -0.067788 1.138754 0.705 0.143 -1.261

=====

9
Properties=species:S:1:pos:R:3:forces:R:3 method="wB97M-V/def2-TZVPD" relative_energy_kcal_mol=46.90 multiplicity=1 charge=0 homo_lumo_gap_ev="7.740 / 6.900" homo_ev="-9.3 / -9.0"
C -1.461660 -0.245913 0.171640 -0.630 -0.615 -0.231
F -1.896492 -1.467843 -0.255465 0.983 0.223 0.363
F -0.776104 -0.320887 1.313164 1.043 -0.725 -0.063
F -2.569386 0.362724 0.544478 -1.537 1.194 -0.120
F -1.469953 0.209681 -2.354572 -0.505 -0.193 -0.626
P -0.544576 0.697296 -1.183829 0.610 0.107 0.628
S 2.411527 0.762442 0.756354 -0.188 -0.208 -0.052
S 2.617065 -1.040114 -0.000025 -0.126 0.008 -0.023
H 3.689578 1.042614 1.008254 0.350 0.209 0.123

=====

6
Properties=species:S:1:pos:R:3:forces:R:3 method="wB97M-V/def2-TZVPD" relative_energy_kcal_mol=38.69 multiplicity=1 charge=0 homo_lumo_gap_ev="7.396 / 6.419" homo_ev="-8.9 / -8.5"
C 0.145571 0.633062 -0.210052 1.281 1.031 1.478
F 0.895413 1.328910 -1.128654 -1.137 -0.603 1.823
S -0.929168 -0.378908 -0.997185 -0.546 -0.424 -1.362
I 2.150903 -1.388317 0.732097 -0.871 1.039 -0.240
I -2.019147 -1.323924 0.802626 -0.333 -0.269 0.603
H -0.243570 1.129178 0.801167 1.606 -0.773 -2.301

=====

6
Properties=species:S:1:pos:R:3:forces:R:3 method="wB97M-V/def2-TZVPD" relative_energy_kcal_mol=0.74 multiplicity=1 charge=0 homo_lumo_gap_ev=7.708 homo_ev=-9.5
F 2.218560 -1.067728 -0.627797 0.180 -0.176 0.061
C 0.976072 -0.804405 -1.004421 -0.408 0.633 -0.139
S 0.478871 0.658706 -1.409476 0.090 -0.413 0.103
H 0.360936 -1.701543 -0.981887 0.110 -0.028 0.008
I -1.991122 0.243483 2.558895 0.009 0.181 -0.101
I -2.043317 2.671487 1.464686 0.020 -0.198 0.067

=====

7
Properties=species:S:1:pos:R:3:forces:R:3 method="wB97M-V/def2-TZVPD" relative_energy_kcal_mol=81.89 multiplicity=1 charge=0 homo_lumo_gap_ev=7.269 homo_ev=-10.4
C -0.570163 0.139907 0.344444 -0.161 -0.690 3.748
N -0.532003 0.097815 -1.060473 -1.436 2.690 0.356
O 0.050790 -0.747710 -1.634130 1.246 -1.709 -1.623
O -1.196872 1.019627 -1.540875 0.077 -0.467 -0.607
F 2.815738 -0.377605 1.805325 -1.627 -0.350 -0.451
I 0.823934 -1.026254 1.316026 -0.674 2.200 -0.701
H -1.391423 0.894220 0.769683 2.574 -1.674 -0.722

=====

5
Properties=species:S:1:pos:R:3:forces:R:3 method="wB97M-V/def2-TZVPD" relative_energy_kcal_mol=74.55 multiplicity=1 charge=0 homo_lumo_gap_ev="10.148 / 10.149" homo_ev="-10.9 / -10.9"
C -0.391380 -0.177259 -0.682749 2.199 1.232 3.647
N -0.203053 0.518708 0.587627 -1.521 -0.982 1.407
N 0.280829 0.901226 -0.648970 0.736 -0.339 -1.732
F 0.935855 -0.078632 1.740593 -0.956 0.338 -2.534
H -0.622251 -1.164042 -0.996501 -0.458 -0.249 -0.788

=====

6
Properties=species:S:1:pos:R:3:forces:R:3 method="wB97M-V/def2-TZVPD" relative_energy_kcal_mol=93.89 multiplicity=1 charge=0 homo_lumo_gap_ev=9.251 homo_ev=-9.3
C 0.115775 0.599584 -0.831145 -0.385 -2.118 -1.286
N 2.283901 -0.418790 -0.029526 0.874 2.919 -2.003
N 2.176466 -1.317846 0.583679 -0.075 1.195 -0.776
O 1.991932 -2.230593 1.222466 -0.546 -4.202 2.852
F 0.274902 1.821881 -0.573078 0.292 2.141 0.673
H -0.111527 0.116564 0.139341 -0.161 0.065 0.541

=====

8
Properties=species:S:1:pos:R:3:forces:R:3 method="wB97M-V/def2-TZVPD" relative_energy_kcal_mol=63.17 multiplicity=1 charge=-1 homo_lumo_gap_ev=9.490 homo_ev=-5.4
C -0.262249 -0.116255 0.218084 3.727 0.339 0.162
N -0.718426 0.723833 -0.684052 1.050 -0.084 0.350
N -1.101697 -0.998062 0.709224 1.195 0.059 0.283
N -1.982466 0.346680 -0.758311 -1.112 -0.172 -0.104
N -2.208285 -0.663360 0.059311 -1.079 0.097 -0.382
N 1.929398 -0.059852 0.535287 -3.736 -0.710 0.121
F 2.272120 1.279081 0.297004 -0.036 0.030 -0.341
H 2.071603 -0.512063 -0.376545 -0.009 0.441 -0.090

=====

7
Properties=species:S:1:pos:R:3:forces:R:3 method="wB97M-V/def2-TZVPD" relative_energy_kcal_mol=18.31 multiplicity=1 charge=-1 homo_lumo_gap_ev=8.176 homo_ev=-4.0
C 0.275557 -0.129376 -1.103837 -1.106 2.327 0.244
N 0.407238 -0.914605 -0.185676 0.274 -0.563 0.506
O -1.659714 0.130317 1.237618 0.633 0.607 -0.380
O 0.713872 0.702121 1.894520 -0.510 0.349 -0.570
F 0.840727 -0.358971 -2.355202 -0.418 0.341 0.237
S -0.279571 -0.321568 1.519669 -0.046 -1.291 0.801
H -0.298110 0.892082 -1.007091 1.174 -1.771 -0.837

=====

4
Properties=species:S:1:pos:R:3:forces:R:3 method="wB97M-V/def2-TZVPD" relative_energy_kcal_mol=91.61 multiplicity=1 charge=0 homo_lumo_gap_ev="9.696 / 10.151" homo_ev="-9.9 / -11.1"
C 1.382033 -0.108873 -1.876632 -1.132 -0.420 1.609
O 1.735232 -1.092938 -2.377377 0.441 0.305 -0.653
F 1.516681 1.168242 -2.139963 0.431 0.116 -0.641
H -0.302983 -0.075536 0.234043 0.259 -0.002 -0.315

=====

5
Properties=species:S:1:pos:R:3:forces:R:3 method="wB97M-V/def2-TZVPD" relative_energy_kcal_mol=21.92 multiplicity=1 charge=0 homo_lumo_gap_ev="7.735 / 7.733" homo_ev="-8.8 / -8.8"
C -0.591010 -0.135074 -0.016777 1.350 -0.793 0.466
F -1.416127 -1.155763 -0.108840 -0.099 -1.400 -0.276
S 1.043821 -0.454344 -0.044700 -1.717 -0.059 -0.366
S 2.190100 1.085968 -0.096776 0.040 0.413 0.193
H -1.226782 0.659215 0.267094 0.426 1.839 -0.017

=====

6
Properties=species:S:1:pos:R:3:forces:R:3 method="wB97M-V/def2-TZVPD" relative_energy_kcal_mol=24.69 multiplicity=1 charge=0 homo_lumo_gap_ev=7.104 homo_ev=-9.1
I 1.444765 1.993334 1.432109 -0.416 0.401 -0.078
N 0.717235 0.430968 0.450392 0.715 -1.686 -0.224
C -0.378305 0.229233 -0.120399 0.441 1.723 0.865
O -0.779748 -0.867771 -0.702886 -0.319 -2.367 -0.963
I 0.178811 -2.760483 -0.839704 -0.434 2.043 0.426
H -1.182759 0.974718 -0.219513 0.013 -0.115 -0.027

=====

8
Properties=species:S:1:pos:R:3:forces:R:3 method="wB97M-V/def2-TZVPD" relative_energy_kcal_mol=7.96 multiplicity=1 charge=-2 homo_lumo_gap_ev=5.407 homo_ev=-0.3
C 1.484475 -0.056157 -0.901300 0.204 0.367 -0.673
O -2.290715 1.655737 -0.574053 0.036 -0.494 -0.546
O -1.665398 -0.075284 1.199322 0.314 0.302 0.832
O -2.240379 -0.953571 -1.046691 -0.191 0.364 -1.110
P -2.018465 0.240434 -0.198206 -0.594 -0.157 0.851
I 2.278669 -1.885478 0.082200 0.202 0.088 0.299
I 1.916824 1.882853 0.174233 0.339 -0.205 0.173
H 0.465626 -0.117800 -0.524809 -0.310 -0.265 0.174